(1)
Formula: C22H22F8O8S2
Source: the Open Molecules 2025 dataset
Level of theory: the ωB97M-V functional and the def2-TZVPD basis

```
62
C22H22F8O8S2 the ωB97M-V functional and the def2-TZVPD basis
C 4.7865 -3.0873 -1.5720
C 4.3353 -3.6081 -2.9205
S 2.5298 -3.7338 -3.0585
C 2.0267 -2.2680 -4.0516
O 3.1264 -1.5197 -4.5663
S 3.3254 0.0026 -4.0087
O 3.5104 -0.1294 -2.5836
O 1.7738 0.4615 -4.2054
C 1.3388 1.4601 -3.2581
C 0.7782 0.8672 -1.9738
O -0.6305 0.9083 -1.9477
C -1.1904 -0.2132 -2.5948
C -2.6783 -0.3207 -2.2433
F -3.4661 0.0749 -3.2720
F -2.9684 0.4901 -1.1854
C -3.0854 -1.7304 -1.7642
F -4.3389 -1.6840 -1.2635
F -2.2453 -2.0403 -0.7346
C -2.9924 -2.8589 -2.8446
F -2.8043 -2.3356 -4.0744
F -4.1620 -3.5435 -2.8512
C -1.8946 -3.9117 -2.6216
F -0.6792 -3.3155 -2.5062
F -2.1541 -4.6422 -1.5109
H 4.5725 -2.0317 -1.4543
H 5.8583 -3.2235 -1.4491
H 4.2871 -3.6202 -0.7700
H 4.6989 -4.6206 -3.0526
H 4.7056 -3.0121 -3.7430
H 1.4697 -2.6545 -4.8927
H 1.3765 -1.6725 -3.4282
H 0.5548 2.0334 -3.7382
H 2.1525 2.1461 -3.0466
H 1.1700 -0.1334 -1.8090
H 1.1213 1.4820 -1.1477
H -1.0794 -0.1179 -3.6745
H -0.6581 -1.0982 -2.2576
H -1.8821 -4.5631 -3.4954
C -2.5745 -0.9594 2.2032
C -1.7630 0.0426 2.5288
C -1.5623 0.4417 3.9411
O -0.8237 1.3594 4.2368
C -2.2972 -0.3177 4.9822
C -3.1099 -1.3197 4.6590
C -3.3129 -1.7204 3.2423
O -4.0507 -2.6341 2.9483
H -2.7327 -1.2595 1.1794
H -1.2176 0.6109 1.7851
H -2.1336 -0.0084 6.0067
H -3.6570 -1.8868 5.4012
C -0.4302 4.6193 5.0520
C 0.5465 4.1576 4.2764
C 1.7744 4.9551 4.0342
O 2.6663 4.5406 3.3253
C 1.8725 6.2845 4.6900
C 0.8945 6.7438 5.4652
C -0.3349 5.9458 5.7078
O -1.2238 6.3665 6.4167
H -1.3323 4.0521 5.2416
H 0.4926 3.1928 3.7960
H 2.7771 6.8481 4.4997
H 0.9434 7.7090 5.9529
```

Molecular weight (g mol⁻¹): 630.5
F_max (eV/Å): 1.0
E_HOMO (hartree): -0.323


(2)
Formula: C22H22FN3O3
Source: the Open Molecules 2025 dataset
Level of theory: the ωB97M-V functional and the def2-TZVPD basis

```
51
C22H22FN3O3 the ωB97M-V functional and the def2-TZVPD basis
C 0.4974 3.0451 -3.3363
O 0.4801 2.0384 -2.3327
C 0.5960 2.4867 -1.0653
O 0.7066 3.6684 -0.8200
C 0.5866 1.4555 -0.0288
C 0.2541 0.1483 -0.1400
C -0.1988 -0.5802 -1.3854
N -1.5230 -1.1373 -1.2251
C -2.5567 -0.1231 -1.1716
C -3.9288 -0.7565 -1.3324
C -4.1521 -1.7076 -0.1670
C -3.0077 -2.6790 -0.0743
C -3.2122 -3.9102 0.5250
C -2.2011 -4.8477 0.6308
C -0.9607 -4.5475 0.1006
C -0.7340 -3.3246 -0.5007
C -1.7410 -2.3535 -0.5918
N 0.2359 -0.6378 0.9853
C 0.1721 -0.1393 2.2839
O -0.1139 -0.8567 3.2145
N 0.3991 1.1892 2.3794
C 1.0134 1.9791 1.3358
C 2.5318 1.9845 1.4087
C 3.2372 0.8702 1.8448
C 4.6205 0.8783 1.8728
C 5.2880 2.0133 1.4526
F 6.6376 2.0266 1.4754
C 4.6111 3.1355 1.0108
C 3.2290 3.1140 0.9950
H 1.4324 3.6066 -3.2925
H 0.4070 2.5251 -4.2865
H -0.3343 3.7381 -3.1944
H 0.5210 -1.3672 -1.6144
H -0.2162 0.1064 -2.2302
H -2.3658 0.5857 -1.9834
H -2.5180 0.4360 -0.2231
H -4.6949 0.0189 -1.3586
H -3.9616 -1.3101 -2.2726
H -5.0897 -2.2534 -0.2882
H -4.2233 -1.1375 0.7653
H -4.1927 -4.1326 0.9215
H -2.3809 -5.7967 1.1107
H -0.1559 -5.2657 0.1536
H 0.2460 -3.1446 -0.9168
H -0.0544 -1.6055 0.8899
H 0.4232 1.5621 3.3161
H 0.6575 3.0118 1.4293
H 2.7112 -0.0123 2.1763
H 5.1788 0.0211 2.2143
H 5.1633 4.0053 0.6922
H 2.6810 3.9761 0.6473
```

Molecular weight (g mol⁻¹): 395.4
SMILES string: COC(=O)C1=C(CN2CCCc3ccccc32)NC(=O)N[C@H]1c1ccc(F)cc1
F_max (eV/Å): 0.7
E_HOMO (hartree): -0.289


(3)
Formula: C22H22FNO2
Source: the Open Molecules 2025 dataset
Level of theory: the ωB97M-V functional and the def2-TZVPD basis

```
48
C22H22FNO2 the ωB97M-V functional and the def2-TZVPD basis
C -6.3553 -0.6035 -1.3580
O -5.8898 -0.3014 -0.0654
C -4.7150 0.3761 0.0617
C -4.3020 0.6376 1.3683
C -3.1244 1.3137 1.6071
C -2.3319 1.7559 0.5549
C -1.0358 2.4836 0.7974
N 0.0564 1.8117 0.1058
C 0.3615 0.4960 0.6430
C 1.3348 -0.1913 -0.3364
O 0.7907 -0.0789 -1.6356
C 1.5570 -1.6673 -0.0524
C 2.1791 -2.4211 -1.0410
C 2.4364 -3.7646 -0.8454
C 2.0825 -4.3720 0.3476
C 1.4644 -3.6277 1.3359
C 1.2006 -2.2820 1.1390
C 2.6919 0.5050 -0.2391
C 3.4566 0.3725 0.9150
C 4.6769 1.0109 1.0300
C 5.1277 1.7806 -0.0274
F 6.3185 2.4103 0.0806
C 4.3956 1.9190 -1.1907
C 3.1749 1.2749 -1.2879
C -2.7489 1.4957 -0.7420
C -3.9243 0.8118 -0.9963
H -7.2901 -1.1434 -1.2155
H -5.6495 -1.2402 -1.9012
H -6.5480 0.3045 -1.9388
H -4.9228 0.2943 2.1806
H -2.8177 1.5026 2.6261
H -0.8556 2.5639 1.8825
H -1.1032 3.4971 0.3888
H 0.8931 2.3892 0.1345
H 0.7899 0.5408 1.6555
H -0.5727 -0.0718 0.6749
H 0.2545 0.7296 -1.6273
H 2.4468 -1.9400 -1.9686
H 2.9174 -4.3387 -1.6236
H 2.2858 -5.4210 0.5058
H 1.1822 -4.0949 2.2683
H 0.7120 -1.7244 1.9232
H 3.1013 -0.2443 1.7270
H 5.2792 0.9160 1.9197
H 4.7798 2.5190 -2.0004
H 2.5917 1.3582 -2.1921
H -2.1407 1.8311 -1.5686
H -4.2114 0.6266 -2.0193
```

Molecular weight (g mol⁻¹): 351.4
SMILES string: COc1ccc(CNC[C@](O)(c2ccccc2)c2ccc(F)cc2)cc1
F_max (eV/Å): 0.4
E_HOMO (hartree): -0.311


(4)
Formula: C22H22InN4O5
Source: the Open Molecules 2025 dataset
Level of theory: the ωB97M-V functional and the def2-TZVPD basis

```
54
C22H22InN4O5 the ωB97M-V functional and the def2-TZVPD basis
In -0.3741 0.5234 1.3362
O -1.0002 0.5228 -2.4553
C -0.9951 0.7583 -1.3227
O 0.0803 1.0300 -0.5464
C -2.3741 0.9627 -0.6041
C -3.6320 0.9229 -1.2483
C -4.7859 1.1885 -0.4323
C -4.5966 1.5712 0.8542
C -3.3940 1.3236 1.5036
N -2.3351 1.0467 0.7864
H -3.7867 0.5668 -2.1860
H -5.7712 1.1371 -0.8441
H -5.3817 1.8990 1.5906
H -3.2597 1.3554 2.6084
O -0.0818 2.0936 -4.8978
N -0.1239 0.9606 -4.9125
C 4.5223 1.5865 -2.7830
C 3.6178 1.4806 -1.5573
C 4.0131 0.4577 -0.6771
C 3.5315 0.3042 0.5903
C 3.7746 -0.6901 1.6019
C 2.5930 1.3804 0.9804
C 2.2047 1.3124 2.3774
O 0.9988 1.0828 2.8145
C 2.2121 2.4193 0.0751
C 1.3904 3.6629 0.4320
C 2.5877 2.3287 -1.2298
H 4.9887 0.6777 -3.1297
H 5.2992 2.2536 -2.4370
H 4.0688 2.0362 -3.6416
H 4.8924 -0.1854 -0.8879
H 4.8650 -0.9255 1.6764
H 3.2516 -1.6613 1.3825
H 3.3621 -0.5064 2.5990
H 2.9612 1.3041 3.1364
H 0.4306 3.3602 0.5313
H 1.6116 4.3495 -0.3095
H 1.7285 4.2668 1.3222
H 2.3717 3.1355 -1.8220
N -4.1637 -4.7064 0.0599
C -3.5235 -3.5258 -0.2049
O -3.7590 -2.8000 -1.1516
C -2.3212 -3.2218 0.5292
C -1.3088 -4.1561 0.6291
C -0.0990 -3.7463 1.1206
C 0.1313 -2.4613 1.5405
N -0.8998 -1.6041 1.5137
C -2.0677 -1.9244 0.9658
H -5.0998 -4.8687 -0.3182
H -3.8977 -5.2549 0.8603
H -1.3429 -5.1638 0.2387
H 0.7028 -4.5342 0.9817
H 1.0458 -2.1317 1.9504
H -2.8627 -1.1931 1.0105
```

Molecular weight (g mol⁻¹): 537.3
Total charge: +3
F_max (eV/Å): 9.9
E_HOMO (hartree): -0.629


(5)
Formula: C22H22MnN8O7S
Source: the Open Molecules 2025 dataset
Level of theory: the ωB97M-V functional and the def2-TZVPD basis

```
61
C22H22MnN8O7S the ωB97M-V functional and the def2-TZVPD basis
Mn 1.4559 -0.3122 -0.0241
N -2.4827 3.8299 4.5971
C -1.3762 3.0283 4.3795
C -0.3664 3.4367 3.4985
C 0.7049 2.6095 3.2323
C 0.7897 1.3677 3.8436
C -0.1961 0.9508 4.7292
C -1.2736 1.7754 4.9955
S 2.0344 0.2187 3.3563
O 3.1562 0.9888 2.8479
O 2.2713 -0.6801 4.4466
N 1.4210 -0.5190 2.0554
C 0.4388 -1.4445 2.0397
N -0.2274 -1.9216 3.0867
C -1.1983 -2.7785 2.7991
C -1.5491 -3.1517 1.5127
C -0.8232 -2.5739 0.4737
N 0.1794 -1.7464 0.7356
H -2.3663 4.8084 4.3927
H -2.9881 3.6627 5.4511
H -0.4364 4.4059 3.0200
H 1.4821 2.9113 2.5417
H -0.1057 -0.0235 5.1917
H -2.0425 1.4577 5.6901
H -1.7367 -3.1787 3.6537
H -2.3600 -3.8378 1.3222
H -1.0397 -2.7417 -0.5733
N 3.3890 0.5443 0.0565
N 3.4806 -0.9005 0.0105
H 3.9781 0.9901 -0.6338
H 3.5708 0.8705 1.0035
H 4.0913 -1.2808 0.7224
H 3.7798 -1.1817 -0.9136
O -0.5322 -1.0812 -2.2432
C 0.5880 -0.8321 -2.6928
O 1.6201 -0.4655 -2.0103
C 0.8221 -0.9544 -4.1792
C 2.0515 -0.6177 -4.7353
C 2.2593 -0.7315 -6.0980
C 1.2132 -1.1900 -6.8831
C -0.0236 -1.5331 -6.3593
C -0.2106 -1.4092 -4.9941
N 1.4234 -1.3171 -8.3332
O 2.5108 -1.0075 -8.7802
O 0.4909 -1.7026 -9.0116
H 2.8368 -0.2622 -4.0848
H 3.2017 -0.4757 -6.5569
H -0.8039 -1.8850 -7.0158
H -1.1548 -1.6642 -4.5349
O 0.0379 1.2372 -0.0029
N -1.2265 0.9271 0.2121
C -2.0622 0.8461 -0.8381
C -3.3901 0.5256 -0.6477
C -3.8662 0.2916 0.6317
C -2.9870 0.3977 1.6995
C -1.6721 0.7255 1.4675
H -1.6088 1.0220 -1.7967
H -4.0343 0.4578 -1.5120
H -4.9035 0.0344 0.7956
H -3.3031 0.2377 2.7204
H -0.9316 0.8423 2.2428
```

Molecular weight (g mol⁻¹): 597.5
Multiplicity: 2
F_max (eV/Å): 1.0
E_HOMO (spin up / spin down) (hartree): -0.297 / -0.274


(6)
Formula: C22H22N2O4
Source: the Open Molecules 2025 dataset
Level of theory: the ωB97M-V functional and the def2-TZVPD basis

```
50
C22H22N2O4 the ωB97M-V functional and the def2-TZVPD basis
C 2.7965 -6.0089 4.2638
C 2.0787 -4.9723 3.4560
C 1.8836 -3.6960 3.9658
C 1.2243 -2.7252 3.2387
C 0.7430 -3.0197 1.9667
N 0.0868 -1.9989 1.2655
C -0.4835 -2.0368 0.0328
O -0.5360 -3.0133 -0.6864
C -1.0923 -0.7304 -0.3884
C -2.1955 -0.7922 -1.2379
C -2.8297 0.3549 -1.6976
C -2.3181 1.5722 -1.2973
C -1.1980 1.6416 -0.4650
C -0.5701 0.5070 0.0001
C -0.8849 3.0739 -0.2331
O -0.0220 3.5590 0.4577
N -1.8232 3.7807 -0.9623
C -1.8504 5.2183 -1.0751
C -0.9660 5.7282 -2.2317
C 0.5311 5.4074 -2.0655
C 0.7426 4.2259 -3.0115
C -0.2938 4.5158 -4.0950
O -1.3913 5.1196 -3.4405
C -2.7548 2.9605 -1.5968
O -3.7197 3.3423 -2.2010
C 0.9335 -4.2941 1.4470
C 1.5935 -5.2693 2.1788
C 1.7799 -6.6343 1.5921
H 3.1049 -5.6039 5.2242
H 2.1536 -6.8706 4.4414
H 3.6820 -6.3618 3.7359
H 2.2546 -3.4556 4.9518
H 1.0834 -1.7377 3.6563
H 0.0101 -1.1328 1.7809
H -2.5465 -1.7694 -1.5346
H -3.6882 0.3023 -2.3485
H 0.3136 0.5971 0.6148
H -2.8854 5.5027 -1.2790
H -1.5117 5.6531 -0.1322
H -1.1305 6.8135 -2.3008
H 0.7858 5.1728 -1.0353
H 1.1297 6.2590 -2.3898
H 1.7534 4.1774 -3.4091
H 0.5187 3.2826 -2.5103
H 0.1170 5.2104 -4.8425
H -0.6593 3.6227 -4.6058
H 0.5602 -4.5224 0.4627
H 1.3403 -6.6883 0.6001
H 2.8392 -6.8783 1.5176
H 1.3110 -7.3892 2.2225
```

Molecular weight (g mol⁻¹): 378.4
SMILES string: Cc1ccc(NC(=O)c2ccc3c(c2)C(=O)N(C[C@H]2CCCO2)C3=O)cc1C
F_max (eV/Å): 0.7
E_HOMO (hartree): -0.309